[1]
Density functional theory data (wB97M-V/def2-TZVPD) for a 4-piece molecular cluster, C27H58NO14P3 overall in a non-equilibrium geometry.

- SMILES: C#C[C@H](C=C)OC(=O)NCCC.CCOP(=O)(OCC)OCC.CCOP(=O)(OCC)OCC.CCOP(=O)(OCC)OCC
- LUMO: -0.2 eV
- Orbital gap: 0.29622 Ha

```
! wB97M-V def2-TZVPD RIJCOSX def2/J DEFGRID3
* xyz 0 1
C 2.19271 4.98902 1.77412
C 2.17941 3.79888 1.67284
C 2.09869 2.34218 1.51858
C 3.49104 1.81506 1.12181
C 4.57606 2.35078 1.72289
O 1.14699 2.10587 0.48353
C 0.70608 0.81323 0.46649
O 1.22544 0.05265 -0.30807
N -0.32370 0.36075 1.26943
C -0.98707 1.31788 2.17017
C -1.99530 2.23482 1.45864
C -1.49386 3.66305 1.19293
H 1.98224 6.02268 1.63461
H 1.81732 1.90333 2.48754
H 3.61467 1.00410 0.41246
H 4.63625 2.38934 2.81045
H 5.39067 2.81176 1.17526
H -0.02797 -0.47839 1.74613
H -0.30149 1.91174 2.77939
H -1.56022 0.71601 2.87674
H -2.84042 2.33157 2.14570
H -2.38132 1.75563 0.55990
H -1.02096 3.68714 0.20939
H -0.70672 3.94582 1.89142
H -2.29572 4.39699 1.21253
O 1.14909 2.45939 -4.13958
P -0.30716 2.27579 -4.25776
O -0.59162 0.68658 -4.29103
C -0.36766 -0.09099 -3.09995
C -1.39290 0.19906 -2.02048
O -0.58728 2.68442 -5.81402
C 0.42892 3.27046 -6.62453
C 1.20472 2.21667 -7.39032
O -1.70796 2.82517 -3.73878
C -2.91122 2.84344 -4.52620
C -3.36733 1.51647 -5.08620
H 0.64243 0.08848 -2.72949
H -0.43077 -1.13631 -3.40007
H -1.29698 1.22360 -1.65126
H -1.26228 -0.47582 -1.17596
H -2.40608 0.08953 -2.40987
H 1.09398 3.88598 -6.02140
H -0.07449 3.94355 -7.32150
H 1.46610 1.37104 -6.75552
H 2.11531 2.63787 -7.81787
H 0.59469 1.81908 -8.20410
H -2.81089 3.58088 -5.32048
H -3.67854 3.21996 -3.84851
H -2.68450 1.13732 -5.84342
H -4.34352 1.64422 -5.55792
H -3.45103 0.76151 -4.30522
O -5.08482 -0.05264 -0.88529
P -6.24728 -0.87363 -1.31985
O -7.49145 -0.30317 -0.43667
C -8.10136 0.93993 -0.80176
C -8.89546 0.84524 -2.09190
O -5.81707 -2.21426 -0.44818
C -4.52009 -2.36721 0.12326
C -4.47120 -1.84546 1.54718
O -7.07814 -1.80893 -2.32214
C -7.70456 -3.05764 -1.96172
C -8.69796 -3.00870 -0.82622
H -7.33308 1.71454 -0.87898
H -8.76157 1.20840 0.02184
H -8.24448 0.65234 -2.94792
H -9.42930 1.77737 -2.27944
H -9.61706 0.02993 -2.04304
H -3.76688 -1.88368 -0.49598
H -4.29629 -3.43599 0.11033
H -4.96872 -0.88068 1.63963
H -3.43947 -1.75047 1.89038
H -4.99477 -2.53116 2.21653
H -6.93673 -3.80218 -1.76828
H -8.22273 -3.37464 -2.86775
H -8.21877 -2.79050 0.12538
H -9.18239 -3.98232 -0.73512
H -9.46287 -2.25149 -0.99561
O 7.10091 -0.39138 3.40574
P 7.19690 -1.63286 4.19302
O 8.15615 -2.64449 3.37018
C 9.55120 -2.33987 3.24232
C 10.31060 -2.48690 4.54863
O 5.73510 -2.31428 3.96149
C 4.67858 -1.60803 3.31210
C 4.66266 -1.87343 1.82058
O 7.35998 -2.19782 5.66945
C 6.79138 -3.44116 6.12606
C 7.17208 -4.67963 5.34986
H 9.66651 -1.32891 2.84300
H 9.94622 -3.03608 2.50397
H 9.98722 -1.74773 5.28374
H 11.37973 -2.35079 4.38316
H 10.14473 -3.47203 4.98441
H 4.74734 -0.54080 3.51866
H 3.74542 -1.95400 3.76189
H 5.65847 -1.82531 1.38169
H 4.01541 -1.16160 1.30786
H 4.28934 -2.88032 1.62263
H 5.70937 -3.34164 6.18291
H 7.14711 -3.54610 7.15140
H 6.75860 -4.67322 4.34370
H 6.77598 -5.55767 5.86243
H 8.25303 -4.78212 5.26484
*
```

[2]
Density functional theory data (wB97M-V/def2-TZVPD) for C27H59GaN2O3PS as an isolated structure.

- ⟨S²⟩: 2.008
- LUMO (spin up / spin down): 2.0 / 2.0 eV
- Orbital gap (spin up / spin down): 0.23726 / 0.23467 Ha

```
! wB97M-V def2-TZVPD RIJCOSX def2/J DEFGRID3
* xyz -1 3
C -3.45873 -0.80600 -4.75999
C -2.49042 -1.31839 -3.69519
C -1.08403 -0.76155 -3.89948
C -0.07570 -1.22965 -2.85923
C 1.22151 -0.41313 -2.85243
Ga 2.04095 -0.00574 -4.66260
S 1.98256 -1.97951 -5.86265
P 4.30214 0.66372 -4.31928
O 5.05838 1.13541 -5.53722
C 1.14421 1.58142 -5.56590
C 0.93166 2.68060 -4.50357
C 1.90348 2.14528 -6.76898
C 1.99071 1.16673 -7.94882
H -4.42756 -1.29977 -4.72177
H -3.58949 0.26990 -4.64008
H -3.02481 -0.95786 -5.74992
H -2.45841 -2.41038 -3.71762
H -2.85003 -1.01057 -2.70939
H -1.15119 0.33088 -3.84497
H -0.74542 -1.03770 -4.90064
H 0.17257 -2.27608 -3.05629
H -0.54589 -1.17779 -1.86976
H 1.96837 -0.95870 -2.27161
H 1.03556 0.53703 -2.35025
H 2.83333 -1.76825 -6.86648
H 4.36921 1.64001 -3.28050
H 5.00277 -0.40584 -3.69096
H 0.16766 1.24089 -5.92245
H 1.57791 2.55643 -3.63067
H 1.15769 3.66484 -4.92526
H -0.09758 2.70930 -4.14301
H 1.39469 3.05710 -7.10872
H 2.91775 2.40919 -6.46724
H 2.97356 0.70069 -8.00270
H 1.26332 0.36081 -7.84037
H 1.79616 1.65866 -8.90222
C 2.52342 3.72190 0.89719
C 1.42230 2.64681 1.03384
C 0.50768 2.94370 2.22585
C 1.15563 2.68059 3.58278
C 1.72097 1.26347 3.64643
C 2.67957 0.94895 2.49543
N 2.01122 1.27993 1.19777
O 1.20939 0.36176 0.82392
C 3.99851 1.71445 2.66918
C 3.01997 -0.53445 2.48852
C 0.60551 2.65596 -0.24882
H 2.71395 4.25641 1.82798
H 3.45999 3.28728 0.55343
H 2.22879 4.46157 0.15449
H -0.38807 2.32024 2.14157
H 0.17893 3.98344 2.15235
H 1.93940 3.41648 3.78609
H 0.40920 2.80640 4.36949
H 2.24844 1.10400 4.59059
H 0.88841 0.55292 3.62361
H 4.63533 1.58506 1.79340
H 4.52809 1.31257 3.53363
H 3.86687 2.77897 2.84179
H 2.12769 -1.15477 2.45786
H 3.57505 -0.77170 3.39734
H 3.63923 -0.78638 1.62693
H 1.22017 2.38687 -1.10779
H 0.20810 3.65908 -0.41018
H -0.23223 1.96431 -0.20439
C -3.20352 -2.94789 1.99165
C -2.09880 -2.33344 2.88028
C -1.39127 -3.41528 3.70044
C -2.23459 -3.97171 4.84605
C -2.75929 -2.84471 5.73442
C -3.51447 -1.76856 4.95231
N -2.65834 -1.30443 3.81641
O -1.79014 -0.44347 4.18753
C -4.86611 -2.31017 4.46681
C -3.80740 -0.57500 5.84997
C -1.09682 -1.65304 1.96364
H -3.55272 -3.91525 2.35241
H -4.06193 -2.28396 1.90962
H -2.82360 -3.09869 0.98283
H -0.47080 -2.99131 4.11404
H -1.09180 -4.21591 3.02072
H -3.06375 -4.57041 4.45915
H -1.62606 -4.65170 5.44542
H -3.42268 -3.24296 6.50632
H -1.91512 -2.37738 6.25065
H -5.35476 -1.58977 3.81007
H -5.51202 -2.47070 5.33047
H -4.79473 -3.25743 3.94070
H -2.90478 -0.18353 6.31150
H -4.49146 -0.88837 6.63960
H -4.27794 0.22950 5.28362
H -1.55958 -0.83810 1.40631
H -0.71377 -2.37889 1.24663
H -0.25012 -1.24526 2.50838
*
```

[3]
Density functional theory data (wB97M-V/def2-TZVPD) for a 7-piece molecular cluster, C27H59NO7P2S6 overall in a non-equilibrium geometry.

- LUMO: 0.6 eV
- Orbital gap: 0.26258 Ha

```
! wB97M-V def2-TZVPD RIJCOSX def2/J DEFGRID3
* xyz 0 1
C 0.72872 3.27252 -0.55274
C 0.06070 2.28260 -0.67567
P -0.98469 0.83145 -0.81700
C -1.43929 0.91055 1.06437
C -1.31476 -0.44166 1.74155
C -1.48829 -0.44974 3.23238
O -2.49181 -0.86747 3.73662
N -0.40902 0.00582 4.07382
C -0.20795 1.41906 4.13172
C 1.05823 1.92386 3.97186
C 1.26081 3.28343 4.01572
C 0.20363 4.14647 4.21040
C -1.06610 3.62651 4.38546
C -1.27125 2.26755 4.35460
P -0.60584 0.53521 -3.02425
C -1.38074 1.90292 -3.98051
C -0.83321 3.33432 -3.83801
C 1.20128 0.42303 -3.38003
C 1.71689 1.23407 -4.55892
H 1.40729 4.06139 -0.35333
H -0.32567 -0.40632 -0.60248
H -2.36071 0.92570 -1.13492
H -0.82228 1.66689 1.52455
H -2.45864 1.27359 1.12774
H -2.10942 -1.07976 1.37149
H -0.37577 -0.92481 1.46443
H 0.44491 -0.41146 3.72174
H 1.88936 1.26536 3.80727
H 2.25101 3.68198 3.87851
H 0.36479 5.20867 4.23330
H -1.90894 4.27569 4.53631
H -2.26582 1.87948 4.48680
H -2.41928 1.90240 -3.67597
H -1.34100 1.60017 -5.01914
H -1.50750 3.94084 -3.24721
H -0.74097 3.82119 -4.80180
H 0.12991 3.36945 -3.34931
H 1.78405 0.64265 -2.49050
H 1.37692 -0.62250 -3.59198
H 2.79266 1.10637 -4.62488
H 1.53837 2.29539 -4.46117
H 1.30976 0.86806 -5.49348
C -1.20246 -3.64700 -3.47893
S 0.29278 -4.02246 -2.56107
O 1.25537 -2.92080 -2.84350
C 0.80706 -5.42458 -3.55041
H -1.64589 -2.75532 -3.03947
H -0.94509 -3.45081 -4.51978
H -1.89095 -4.48916 -3.40120
H 0.92157 -5.11017 -4.58669
H 0.06722 -6.21896 -3.46954
H 1.75779 -5.78049 -3.17025
C 5.47027 2.36004 3.26479
S 5.12124 0.96898 4.33683
O 3.90547 1.32772 5.11597
C 6.52400 1.20171 5.43364
H 4.67602 2.42547 2.52754
H 5.49524 3.27783 3.85050
H 6.42304 2.19871 2.76070
H 6.47541 2.19783 5.87292
H 7.44810 1.07199 4.87063
H 6.46100 0.44801 6.21523
C 2.79661 5.35530 -2.88540
S 4.00614 4.39208 -1.97386
O 4.10069 4.99549 -0.61616
C 5.43754 4.96028 -2.89570
H 1.82223 5.18001 -2.43534
H 3.05411 6.41232 -2.82096
H 2.78194 5.02207 -3.92298
H 5.50610 6.04571 -2.82749
H 5.34492 4.64265 -3.93384
H 6.31856 4.50402 -2.45010
C -4.70917 -1.89305 8.56178
S -4.53891 -0.28228 7.78357
O -5.66800 0.55112 8.27407
C -4.97505 -0.82957 6.13377
H -4.52112 -1.76565 9.62536
H -5.72148 -2.26549 8.40570
H -3.97508 -2.57747 8.13719
H -5.97117 -1.27281 6.15294
H -4.23534 -1.54387 5.77448
H -4.96848 0.04300 5.48539
C 3.32620 -10.02589 -5.23428
S 2.77292 -8.40598 -5.77358
O 2.05995 -7.79140 -4.62224
C 1.51053 -9.00019 -6.90285
H 4.09405 -9.87506 -4.47924
H 2.48590 -10.57136 -4.80571
H 3.74593 -10.56585 -6.08269
H 0.79786 -9.61793 -6.35698
H 1.98116 -9.56926 -7.70417
H 1.00644 -8.13072 -7.31835
C -6.40355 -0.20255 -0.88482
S -5.68263 1.42404 -1.10230
O -4.24693 1.30031 -0.71594
C -6.51269 2.20127 0.28379
H -5.96762 -0.85742 -1.63578
H -6.16811 -0.57174 0.11305
H -7.48163 -0.14059 -1.03087
H -6.26997 1.66218 1.19915
H -7.58789 2.19959 0.10639
H -6.15253 3.22523 0.34974
*
```

[4]
Density functional theory data (wB97M-V/def2-TZVPD) for C27H60BFI3N2O12P2S as an isolated structure.

- LUMO: -4.4 eV
- Orbital gap: 0.24030 Ha
- ΔE to the lowest compared entry with this formula, charge and spin: 0.00 kJ/mol

```
! wB97M-V def2-TZVPD RIJCOSX def2/J DEFGRID3
* xyz 1 1
C 4.09993 -3.35249 2.86365
C 3.02195 -2.36028 2.43575
C 3.25037 -1.75652 1.04205
F 4.35175 -2.34110 0.41972
C 2.03524 -1.91137 0.10507
O 2.17081 -3.14919 -0.57707
C 0.94133 -3.70230 -1.01779
C 1.14586 -4.81552 -2.07905
I 1.75203 -4.13476 -4.05792
C 2.05566 -5.96949 -1.66879
C 3.55017 -5.66320 -1.60358
I 1.68745 -7.63159 -2.99568
P 0.10649 -4.52795 0.56646
N 1.51656 -5.23124 1.21094
O -0.64269 -5.80646 -0.12642
C 0.07927 -2.54450 -1.65603
S -1.60317 -2.15365 -1.01246
C -1.67839 -1.61719 0.65946
O -2.09882 -1.10398 -1.84739
O -2.13335 -3.48577 -1.08427
N 1.04890 -1.43139 -2.04037
I 0.30428 -0.13804 -3.53258
C 1.81068 -0.75027 -0.89771
C 3.07821 -0.07205 -1.42947
B 4.30673 -0.80362 -2.12679
O 4.23561 -2.11818 -2.43685
O 5.36496 -0.00657 -2.50169
P 0.59913 0.49090 -0.10011
C 1.30040 0.72284 1.57937
C 0.97008 2.16126 -0.79758
C -0.33353 2.96318 -0.85960
H 5.05336 -2.86040 3.04933
H 4.25182 -4.13499 2.12156
H 3.79795 -3.83227 3.79472
H 2.04682 -2.85160 2.46643
H 2.99409 -1.54228 3.15778
H 3.49899 -0.70103 1.13120
H 1.15142 -1.97063 0.75494
H 0.14050 -5.19181 -2.25696
H 1.70508 -6.39360 -0.73470
H 4.06032 -5.95187 -2.51993
H 4.01045 -6.22992 -0.79397
H 3.72162 -4.59790 -1.44704
H 1.60429 -5.08607 2.20869
H 2.40611 -5.05304 0.76039
H -0.21017 -6.64821 0.09028
H -0.27664 -2.93231 -2.61335
H -0.89375 -2.05791 1.26202
H -2.64070 -1.99793 1.00462
H -1.65750 -0.53555 0.69493
H 1.76129 -1.95739 -2.58553
H 3.50777 0.47923 -0.58742
H 2.79249 0.71609 -2.12944
H 5.06464 -2.48312 -2.78228
H 6.18486 -0.04481 -1.99328
H 2.35896 0.98531 1.59484
H 1.12145 -0.13880 2.22400
H 0.75295 1.57182 1.99134
H 1.69740 2.66679 -0.15884
H 1.40561 2.09315 -1.79122
H -0.13287 4.01670 -1.05068
H -0.98204 2.58539 -1.65148
H -0.90777 2.88178 0.06579
C -3.91971 8.10907 -6.64281
O -3.34893 7.05860 -5.89463
C -2.35598 7.52013 -5.00242
C -1.94073 6.41090 -4.06101
O -2.82780 6.22152 -2.96913
C -4.02594 5.51488 -3.24938
C -3.84379 4.01476 -3.30128
O -3.32886 3.61191 -4.55815
C -2.92384 2.26988 -4.54599
H -3.16031 8.64184 -7.22687
H -4.64473 7.66863 -7.32346
H -4.42748 8.83063 -5.99288
H -2.73374 8.36817 -4.41582
H -1.47546 7.86010 -5.56644
H -0.98774 6.69436 -3.60993
H -1.80185 5.48445 -4.62480
H -4.48989 5.86750 -4.17314
H -4.69382 5.73817 -2.41565
H -4.80970 3.52250 -3.12355
H -3.15294 3.71313 -2.50058
H -2.10387 2.12098 -3.82505
H -2.57306 2.01781 -5.54590
H -3.74021 1.59092 -4.27304
C -4.38092 1.07998 6.45278
O -3.19887 0.37022 6.15007
C -3.40277 -0.60079 5.14804
C -2.07842 -1.18043 4.70386
O -1.37358 -0.36144 3.77397
C -0.71501 0.77410 4.31750
C 0.59409 0.45235 5.00599
O 0.36534 -0.02633 6.30914
C 1.54093 -0.51394 6.91483
H -5.17505 0.40552 6.79180
H -4.14505 1.77872 7.25174
H -4.74472 1.63650 5.58149
H -3.91354 -0.15460 4.28298
H -4.03394 -1.41423 5.53299
H -2.28091 -2.11147 4.17019
H -1.45776 -1.40482 5.57384
H -1.37113 1.32245 4.99601
H -0.49117 1.41463 3.46111
H 1.21120 1.36280 5.04131
H 1.13718 -0.30408 4.41574
H 1.94690 -1.37055 6.36218
H 1.28195 -0.82997 7.92228
H 2.31291 0.26218 6.97204
*
```

[5]
Density functional theory data (wB97M-V/def2-TZVPD) for a 3-piece molecular cluster, C27H60BrNP overall in a non-equilibrium geometry.

- LUMO: -1.8 eV
- Orbital gap: 0.30024 Ha
- ΔE to the lowest compared entry with this formula, charge and spin: 129.53 kJ/mol

```
! wB97M-V def2-TZVPD RIJCOSX def2/J DEFGRID3
* xyz 1 1
Br -14.21476 -1.96523 -18.32481
C -9.49175 -1.70892 -14.55278
C -9.84523 -0.99095 -15.84529
C -10.93428 0.09129 -15.73496
C -11.52349 0.48003 -17.07700
P -12.78250 1.77025 -17.01648
C -14.29696 1.40376 -16.05830
C -15.55696 2.12960 -16.53761
C -16.54844 2.34106 -15.40899
C -17.87826 2.88667 -15.94448
C -11.94995 3.30599 -16.51400
C -12.77651 4.58254 -16.53656
C -11.91692 5.84244 -16.32393
C -11.18761 6.26839 -17.61220
C -13.41976 1.89761 -18.75020
C -12.46793 1.57350 -19.89228
C -11.44021 2.64830 -20.21588
C -12.07232 3.95219 -20.69383
H -8.93673 -1.10473 -13.82464
H -8.82400 -2.54650 -14.74604
H -10.36803 -1.96819 -13.95113
H -10.32336 -1.70410 -16.52422
H -8.93939 -0.55231 -16.26467
H -10.53108 0.93576 -15.16309
H -11.70490 -0.30498 -15.06087
H -11.93499 -0.39260 -17.59370
H -10.73902 0.96848 -17.66592
H -14.13782 1.53362 -14.98506
H -14.50599 0.33038 -16.14995
H -15.95823 1.72695 -17.46953
H -15.29606 3.12823 -16.92138
H -16.19651 3.06495 -14.67007
H -16.76076 1.41314 -14.87106
H -18.54468 3.17391 -15.12821
H -18.38996 2.10038 -16.49882
H -17.73456 3.80351 -16.51674
H -11.04743 3.37350 -17.12535
H -11.61339 3.10783 -15.49104
H -13.52448 4.56522 -15.73751
H -13.38993 4.72567 -17.43176
H -11.16945 5.64300 -15.55229
H -12.67696 6.53332 -15.95677
H -11.94035 6.13822 -18.39050
H -10.35073 5.60005 -17.80688
H -10.85770 7.30265 -17.58391
H -14.02819 2.78180 -18.94757
H -14.14476 1.07225 -18.78027
H -13.00247 1.32967 -20.81171
H -11.89268 0.68362 -19.62354
H -10.65757 2.29978 -20.88888
H -10.88953 2.86112 -19.28713
H -12.98416 3.73209 -21.26010
H -11.47948 4.48672 -21.44183
H -12.29798 4.71615 -19.95251
C -18.72771 -7.18110 -16.37818
C -18.54714 -5.67204 -16.27094
C -17.40559 -5.29068 -15.35206
C -15.97396 -5.56763 -15.80874
N -14.91574 -5.05395 -14.86143
C -14.88965 -3.53081 -14.96167
C -13.39119 -3.19913 -14.89897
C -12.69562 -4.31179 -15.61050
C -13.54811 -5.56185 -15.41620
C -15.07799 -5.40811 -13.41216
C -15.40497 -6.89241 -13.20159
C -15.30742 -7.30903 -11.72953
H -17.95157 -7.71481 -16.92816
H -19.64387 -7.39551 -16.93224
H -18.83460 -7.58532 -15.36991
H -19.47269 -5.25975 -15.86252
H -18.49507 -5.20436 -17.25738
H -17.61994 -5.63652 -14.33793
H -17.43218 -4.20317 -15.18558
H -15.68573 -5.14395 -16.76985
H -15.81702 -6.64430 -15.90807
H -15.46631 -3.05400 -14.17447
H -15.26826 -3.18092 -15.92132
H -13.09683 -3.06523 -13.85344
H -13.22195 -2.23530 -15.38293
H -11.65856 -4.29268 -15.27668
H -12.72229 -4.08542 -16.67998
H -13.08548 -6.30837 -14.77406
H -13.80079 -6.04385 -16.35421
H -15.96247 -4.84016 -13.12637
H -14.22386 -5.16198 -12.78759
H -14.60234 -7.48449 -13.65160
H -16.36426 -7.16168 -13.63375
H -16.11561 -6.96740 -11.07726
H -14.38008 -6.93454 -11.29078
H -15.32834 -8.38886 -11.58439
*
```